No. 1
ORCA calculation (the ωB97M-V functional and the def2-TZVPD basis) on a molecular structure, C14H44FeO26P4S2Sr.

Each line ends with the Löwdin charge.
Cartesian coordinates (Å):
Fe -1.814 28.336 22.972  0.9611
Sr -0.889 33.854 24.865  1.1134
S -0.357 30.399 23.914  0.3112
O -0.443 29.687 22.687  -0.3307
O -0.991 31.755 23.865  -0.5592
O -1.211 29.402 24.517  -0.3626
O 0.984 30.487 24.440  -0.2890
S -2.477 26.918 20.786  0.2118
O -2.499 26.728 22.226  -0.4072
O -1.429 26.248 20.110  -0.2730
O -3.810 26.910 20.250  -0.2944
O -2.017 28.254 21.038  -0.3792
C 1.931 32.842 27.094  -0.1516
O 0.937 32.514 26.172  -0.2769
H 2.189 33.899 27.035  0.0786
H 1.628 32.502 28.084  0.0873
H 2.886 32.350 26.909  0.0736
H 1.169 31.780 25.599  0.0120
C 4.257 29.580 24.942  -0.1512
O 3.312 30.532 25.369  -0.1450
H 4.037 28.745 25.607  0.0697
H 4.093 29.331 23.894  0.0809
H 5.313 29.828 25.048  0.0770
H 2.429 30.417 25.010  -0.0159
C -5.934 27.647 25.661  -0.1214
O -4.754 27.466 26.380  -0.1863
P -3.492 26.633 25.793  0.5551
O -2.665 27.276 24.729  -0.2342
O -2.743 26.301 27.193  -0.2204
C -3.194 25.325 28.126  -0.0998
O -4.108 25.204 25.321  -0.2079
C -3.176 24.265 24.845  -0.1035
H -5.845 27.310 24.628  0.0863
H -6.218 28.692 25.786  0.0943
H -6.855 27.155 25.973  0.0887
H -3.088 25.733 29.131  0.0883
H -2.667 24.372 28.178  0.0939
H -4.276 25.190 28.143  0.0919
H -3.475 23.833 23.890  0.1044
H -3.217 23.521 25.641  0.0917
H -2.141 24.578 24.713  0.0734
C -2.399 34.880 20.070  -0.1176
O -1.272 34.100 19.807  -0.2341
P 0.039 34.296 20.776  0.5508
O -0.031 34.049 22.241  -0.3451
O 0.561 35.826 20.362  -0.2144
C 0.664 36.315 19.080  -0.1518
O 1.103 33.319 20.027  -0.2042
C 0.904 31.930 20.223  -0.0970
H -2.581 34.843 21.144  0.0816
H -3.276 34.457 19.580  0.0924
H -2.283 35.899 19.699  0.0910
H 0.342 35.586 18.337  0.0909
H 1.663 36.635 18.785  0.0926
H 0.060 37.218 18.984  0.0902
H 0.330 31.519 19.392  0.0958
H 0.263 31.803 21.094  0.0515
H 1.808 31.347 20.398  0.1055
C 0.445 27.054 26.519  -0.0535
O 0.575 25.905 25.673  -0.2069
P 0.683 26.088 24.109  0.6205
O -0.428 26.936 23.480  -0.2563
O 0.786 24.533 23.728  -0.1733
C -0.028 23.984 22.796  -0.1477
O 2.264 26.633 23.873  -0.2201
C 3.360 25.873 24.239  -0.1435
H 1.197 27.105 27.306  0.0945
H -0.501 26.935 27.046  0.0740
H 0.474 27.936 25.879  0.0771
H 0.458 23.428 21.994  0.1013
H -0.794 24.597 22.321  0.0800
H -0.614 23.223 23.311  0.0863
H 3.540 25.067 23.527  0.0901
H 3.319 25.515 25.268  0.0950
H 4.191 26.568 24.113  0.0834
C -6.140 29.031 21.642  -0.0718
O -5.630 30.380 21.598  -0.2196
P -4.190 30.715 22.338  0.5769
O -3.456 29.545 22.822  -0.2295
O -3.448 31.821 21.338  -0.2255
C -2.829 31.355 20.145  -0.0787
O -4.597 31.547 23.674  -0.2049
C -5.533 32.613 23.394  -0.1069
H -6.313 28.655 20.633  0.0987
H -6.992 29.135 22.313  0.0885
H -5.473 28.323 22.134  0.0677
H -3.274 31.913 19.321  0.0926
H -3.005 30.297 19.949  0.0885
H -1.766 31.580 20.238  0.0657
H -6.567 32.313 23.228  0.0871
H -5.277 33.058 22.432  0.0713
H -5.432 33.402 24.140  0.0857

E_tot = -5972.58668 Ha
HOMO level (spin up / spin down) = -4.321 / -8.438 eV
Total charge = 0
Multiplicity = 7
Expectation value of S² = 12.01
Gap between HOMO and LUMO (spin up / spin down) = 4.74 / 8.55 eV



No. 2
ORCA calculation (the ωB97M-V functional and the def2-TZVPD basis) on a molecular structure, Cl2O8Ti.

Each line ends with the Löwdin charge.
Cartesian coordinates (Å):
Ti 0.678 -0.471 2.187  0.8226
Cl -1.129 -2.080 -0.124  0.6428
O -0.033 -1.713 -0.950  -0.3263
O -2.229 -1.164 -0.194  -0.3258
O -1.657 -3.386 -0.467  -0.3554
O -0.604 -2.239 1.270  -0.5379
Cl 1.007 2.203 -0.358  0.6402
O 1.729 3.329 0.186  -0.3631
O 1.897 1.346 -1.077  -0.3421
O 0.371 1.471 0.748  -0.5157
O -0.031 2.705 -1.221  -0.3394

E_tot = -2371.26335 Ha
HOMO level (spin up / spin down) = -4.212 / -6.915 eV
Total charge = -1
Energy above the lowest of the compared OMol25 structures with the same formula, charge and spin = 0.000 eV
Multiplicity = 4
Expectation value of S² = 3.75
Gap between HOMO and LUMO (spin up / spin down) = 6.68 / 9.49 eV



Q: What is the total charge in the first record?
A: 0



Repeat the second record exactly.
ORCA calculation (the ωB97M-V functional and the def2-TZVPD basis) on a molecular structure, Cl2O8Ti.

Each line ends with the Löwdin charge.
Cartesian coordinates (Å):
Ti 0.678 -0.471 2.187  0.8226
Cl -1.129 -2.080 -0.124  0.6428
O -0.033 -1.713 -0.950  -0.3263
O -2.229 -1.164 -0.194  -0.3258
O -1.657 -3.386 -0.467  -0.3554
O -0.604 -2.239 1.270  -0.5379
Cl 1.007 2.203 -0.358  0.6402
O 1.729 3.329 0.186  -0.3631
O 1.897 1.346 -1.077  -0.3421
O 0.371 1.471 0.748  -0.5157
O -0.031 2.705 -1.221  -0.3394

E_tot = -2371.26335 Ha
HOMO level (spin up / spin down) = -4.212 / -6.915 eV
Total charge = -1
Energy above the lowest of the compared OMol25 structures with the same formula, charge and spin = 0.000 eV
Multiplicity = 4
Expectation value of S² = 3.75
Gap between HOMO and LUMO (spin up / spin down) = 6.68 / 9.49 eV